# 1
Here is C38H48N10O4SZn as an isolated structure at a distorted geometry from the Open Molecules 2025 dataset. Energies are from ωB97M-V/def2-TZVPD.

Properties
* HOMO-LUMO gap: 3.0 eV
* LUMO energy: -4.42 eV
* electronic energy: -122523.879 eV

Element x y z (Å)
Zn1 -1.658 2.975 0.471
S1 -0.411 0.749 -0.063
O1 0.573 0.169 0.810
O2 -0.703 0.019 -1.274
O3 -1.643 1.004 0.738
O4 -0.134 2.141 -0.372
C1 -4.005 1.530 -3.271
C2 -3.229 2.302 -2.298
N1 -2.725 2.923 -1.485
H1 -3.290 1.005 -3.904
H2 -4.426 2.252 -3.971
H3 -4.812 0.988 -2.777
N2 -0.750 1.134 -3.609
C3 -0.518 2.441 -3.981
C4 -0.407 2.463 -5.351
C5 -0.511 1.122 -5.759
C6 -0.701 0.264 -4.681
H4 -0.692 0.841 -2.644
H5 -0.486 3.166 -3.181
H6 -0.160 3.291 -6.000
H7 -0.545 0.809 -6.792
H8 -0.838 -0.796 -4.524
N3 3.173 -0.924 1.421
C7 4.384 -0.767 2.006
C8 5.185 -1.863 1.573
C9 4.374 -2.677 0.755
C10 3.161 -2.110 0.684
H9 2.361 -0.334 1.532
H10 4.586 0.163 2.517
H11 6.245 -1.990 1.732
H12 4.659 -3.647 0.375
H13 2.283 -2.359 0.106
N4 1.234 0.320 3.679
C11 2.458 0.804 3.995
C12 2.569 0.632 5.339
C13 1.434 -0.049 5.877
C14 0.565 -0.085 4.811
H14 0.786 0.325 2.774
H15 3.055 1.412 3.330
H16 3.322 0.953 6.044
H17 1.223 -0.254 6.916
H18 -0.443 -0.473 4.798
N5 -0.537 -2.032 1.819
C15 -1.879 -2.100 2.118
C16 -2.131 -3.237 2.857
C17 -0.932 -3.945 2.939
C18 0.072 -3.174 2.396
H19 -0.105 -1.329 1.237
H20 -2.642 -1.398 1.816
H21 -3.059 -3.570 3.300
H22 -0.899 -4.886 3.468
H23 1.111 -3.325 2.141
N6 0.796 -2.127 -1.988
C19 1.930 -2.266 -2.745
C20 1.998 -3.554 -3.084
C21 0.901 -4.266 -2.501
C22 0.204 -3.355 -1.797
H24 0.422 -1.275 -1.594
H25 2.528 -1.430 -3.077
H26 2.770 -3.999 -3.696
H27 0.644 -5.302 -2.662
H28 -0.722 -3.471 -1.253
N7 2.391 1.707 -3.488
C23 3.585 2.074 -4.070
C24 4.561 1.931 -3.111
C25 4.027 1.225 -2.023
C26 2.639 1.270 -2.209
H29 1.471 1.736 -3.903
H30 3.527 2.442 -5.084
H31 5.567 2.312 -3.201
H32 4.527 0.837 -1.147
H33 1.913 0.879 -1.511
N8 -3.008 -1.657 -1.630
C27 -3.464 -2.658 -2.429
C28 -4.770 -3.051 -2.000
C29 -5.130 -2.155 -1.069
C30 -4.077 -1.286 -0.866
H34 -2.119 -1.180 -1.688
H35 -2.800 -3.057 -3.181
H36 -5.393 -3.887 -2.282
H37 -6.024 -2.365 -0.500
H38 -3.913 -0.576 -0.068
N9 2.130 3.581 0.665
C31 2.505 4.759 1.274
C32 3.724 4.556 1.978
C33 4.095 3.261 1.732
C34 3.135 2.694 0.918
H39 1.276 3.427 0.149
H40 1.918 5.634 1.039
H41 4.310 5.260 2.552
H42 5.015 2.760 1.997
H43 3.093 1.692 0.517
N10 -4.166 0.575 2.897
C35 -3.957 0.796 4.208
C36 -5.176 1.078 4.828
C37 -6.156 0.808 3.848
C38 -5.490 0.684 2.594
H44 -3.438 0.401 2.219
H45 -2.935 0.726 4.548
H46 -5.353 1.432 5.833
H47 -7.209 0.952 4.039
H48 -5.839 0.558 1.580

Forces on atoms 1 to 3 (eV/Å):
Zn -0.72 -1.32 -1.55
S -0.44 -1.22 1.81
O 0.65 0.12 -0.99

Here are the Löwdin charges for atoms 1 to 2, given in e: number 1, Zn, carries 1.08; number 2, S, carries 0.29

---

# 2
Here is C38H48N3O2PTi as an isolated structure from the Open Molecules 2025 dataset. Energies are from ωB97M-V/def2-TZVPD.

Properties
* HOMO-LUMO gap (alpha / beta): 6.9 / 7.0 eV
* LUMO energy (alpha / beta): -3.04 / -2.97 eV
* multiplicity: 2
* charge: +1
* ⟨S²⟩: 0.755
* electronic energy: -81153.096 eV

Element x y z (Å)
Ti1 -1.717 -0.229 -0.808
C1 -2.806 -4.578 -0.520
C2 -2.437 -3.314 -0.995
N1 -2.379 -2.251 -0.221
C3 -2.691 -2.372 1.103
C4 -3.092 -3.602 1.661
C5 -3.132 -4.719 0.802
C6 -3.461 -3.654 3.024
C7 -3.453 -2.501 3.752
C8 -3.043 -1.271 3.198
C9 -2.623 -1.180 1.889
N2 -2.194 -0.072 1.187
C10 -2.338 1.228 1.646
C11 -2.089 1.747 2.897
C12 -2.294 3.117 3.172
C13 -2.742 3.985 2.219
C14 -2.980 3.504 0.910
C15 -3.445 4.305 -0.154
C16 -3.637 3.754 -1.394
C17 -3.325 2.404 -1.595
N3 -2.891 1.628 -0.624
C18 -2.750 2.145 0.633
H1 -2.832 -5.415 -1.203
H2 -2.172 -3.173 -2.034
H3 -3.432 -5.681 1.201
H4 -3.767 -4.598 3.457
H5 -3.763 -2.517 4.789
H6 -3.082 -0.395 3.826
H7 -1.709 1.115 3.687
H8 -2.091 3.475 4.174
H9 -2.910 5.032 2.441
H10 -3.651 5.355 0.023
H11 -4.005 4.344 -2.222
H12 -3.418 1.944 -2.570
C19 -1.758 -1.110 -5.151
O1 -2.544 -0.526 -4.079
C20 -2.068 -0.512 -2.864
O2 -0.944 -1.007 -2.586
H13 -2.186 -2.078 -5.394
H14 -0.721 -1.216 -4.853
H15 -1.850 -0.443 -6.001
C21 4.210 -2.383 -2.190
C22 3.528 -1.325 -3.075
C23 2.179 -0.886 -2.487
C24 2.273 -0.871 -0.956
C25 2.380 -2.326 -0.457
C26 3.159 -3.207 -1.452
P1 0.900 0.044 -0.140
C27 1.183 1.842 -0.502
C28 2.640 2.366 -0.535
C29 3.136 2.591 -1.961
C30 2.301 3.660 -2.683
C31 0.837 3.652 -2.212
C32 0.426 2.246 -1.783
C33 1.164 -0.038 1.684
C34 2.543 0.450 2.168
C35 2.809 0.023 3.623
C36 1.501 -0.047 4.403
C37 0.624 -1.182 3.851
C38 0.833 -1.384 2.340
H16 4.862 -1.901 -1.455
H17 4.855 -3.023 -2.793
H18 3.362 -1.729 -4.077
H19 4.185 -0.459 -3.193
H20 1.389 -1.580 -2.777
H21 1.887 0.083 -2.894
H22 3.191 -0.340 -0.684
H23 1.380 -2.744 -0.303
H24 2.881 -2.341 0.512
H25 2.473 -3.647 -2.182
H26 3.617 -4.040 -0.919
H27 0.668 2.325 0.337
H28 3.315 1.700 -0.002
H29 2.678 3.317 0.003
H30 3.094 1.646 -2.511
H31 4.187 2.881 -1.945
H32 2.342 3.482 -3.760
H33 2.731 4.649 -2.517
H34 0.180 4.028 -2.997
H35 0.710 4.321 -1.355
H36 0.631 1.545 -2.598
H37 -0.654 2.208 -1.600
H38 0.404 0.672 2.032
H39 2.587 1.538 2.091
H40 3.336 0.057 1.525
H41 3.512 0.715 4.086
H42 3.286 -0.961 3.644
H43 0.983 0.915 4.313
H44 1.684 -0.196 5.467
H45 -0.429 -0.980 4.056
H46 0.861 -2.115 4.368
H47 -0.048 -1.841 1.892
H48 1.656 -2.079 2.179

Forces on atoms 1 to 3 (eV/Å):
Ti -0.05 -0.45 0.06
C -0.02 -0.07 0.02
C 0.03 -0.02 -0.02

Here are the Löwdin charges for atoms 1 to 2, given in e: number 1, Ti, carries 0.97; number 2, C, carries -0.03